No. 1
{
  "formula": "C6H13NO",
  "method": "ωB97M-V/def2-TZVPD",
  "multiplicity": 1,
  "homo_ev": -9.45,
  "smiles": "C=C(C)C.CC(N)=O",
  "e_above_lowest_kj_mol": 86.6,
  "homo_lumo_gap_ha": 0.3710,
  "elements": ["C", "C", "C", "C", "H", "H", "H", "H", "H", "H", "H", "H", "C", "C", "N", "O", "H", "H", "H", "H", "H"],
  "coordinates": [[1.2481, 1.0658, -0.7968], [1.9331, -0.1038, -0.1357], [2.4285, -0.0719, 1.1230], [2.0519, -1.3767, -0.9389], [1.5717, 1.1749, -1.8423], [1.4225, 2.0151, -0.2830], [0.1727, 0.8518, -0.8170], [3.0338, -0.8852, 1.5218], [2.2408, 0.7968, 1.7816], [2.6220, -2.1551, -0.4243], [2.5390, -1.1726, -1.9067], [1.0492, -1.7542, -1.1925], [-3.2342, 0.3998, -0.3447], [-2.4855, 0.5717, 0.9860], [-1.6416, -0.5304, 1.2745], [-2.5878, 1.5325, 1.7502], [-3.5145, -0.6735, -0.4777], [-2.5398, 0.6336, -1.1611], [-4.0985, 1.0497, -0.4228], [-1.3882, -1.0796, 0.4472], [-0.8231, -0.2888, 1.8593]],
  "forces_ev_per_a": [[-0.18, -0.34, 0.01], [0.90, -0.31, 1.26], [-0.62, 0.72, -0.68], [0.01, 0.37, -0.61], [-0.02, -0.08, 0.28], [-0.08, -0.24, 0.03], [0.00, 0.26, -0.10], [-0.40, 0.05, -0.02], [0.38, -0.46, -0.50], [-0.20, 0.16, 0.00], [-0.08, -0.09, 0.24], [0.21, -0.03, 0.13], [0.37, -0.74, 0.31], [0.38, 0.27, 0.93], [0.30, 1.10, -0.46], [0.09, -1.57, -1.42], [0.02, 0.86, 0.14], [-0.09, 0.08, 0.14], [-0.02, -0.01, 0.14], [-0.12, 0.26, 0.63], [-0.86, -0.25, -0.43]]
}

No. 2
{
  "formula": "C40H90ClF18N5O4P3Zn",
  "method": "ωB97M-V/def2-TZVPD",
  "multiplicity": 2,
  "homo_ev": [-18.79, -18.79],
  "s_squared": 0.76,
  "homo_lumo_gap_ha": [0.3871, 0.1425],
  "total_charge": 4,
  "elements": ["Zn", "Cl", "O", "O", "O", "O", "C", "C", "C", "N", "C", "C", "C", "C", "C", "H", "H", "H", "H", "H", "H", "H", "H", "H", "H", "H", "H", "H", "H", "H", "H", "H", "H", "C", "C", "C", "N", "C", "C", "C", "C", "C", "H", "H", "H", "H", "H", "H", "H", "H", "H", "H", "H", "H", "H", "H", "H", "H", "H", "H", "C", "C", "C", "N", "C", "C", "C", "C", "C", "H", "H", "H", "H", "H", "H", "H", "H", "H", "H", "H", "H", "H", "H", "H", "H", "H", "H", "C", "C", "C", "N", "C", "C", "C", "C", "C", "H", "H", "H", "H", "H", "H", "H", "H", "H", "H", "H", "H", "H", "H", "H", "H", "H", "H", "C", "C", "C", "N", "C", "C", "C", "C", "C", "H", "H", "H", "H", "H", "H", "H", "H", "H", "H", "H", "H", "H", "H", "H", "H", "H", "H", "P", "F", "F", "F", "F", "F", "F", "P", "F", "F", "F", "F", "F", "F", "P", "F", "F", "F", "F", "F", "F"],
  "coordinates": [[0.9510, 16.3726, -14.0493], [-1.6682, 16.3049, -16.4807], [-2.1425, 17.6377, -16.8102], [-0.3403, 16.3854, -15.9354], [-2.6954, 15.7882, -15.5595], [-1.6064, 15.4576, -17.6245], [-1.2084, 18.4501, -20.0895], [0.1374, 17.8585, -19.6974], [0.4600, 16.6854, -20.6074], [2.0107, 16.2455, -20.4314], [2.9786, 17.1671, -21.3000], [2.1274, 14.8604, -21.0041], [1.8072, 13.8936, -19.8917], [2.1111, 14.5917, -18.5685], [2.4508, 16.0138, -18.9231], [-1.1331, 19.1475, -20.9238], [-1.8155, 18.9393, -19.3277], [-1.7924, 17.5842, -20.4012], [0.1417, 17.4186, -18.7001], [0.8976, 18.6395, -19.6895], [0.4022, 16.8653, -21.6809], [-0.1484, 15.8377, -20.2921], [2.6423, 16.9410, -22.3119], [4.0034, 16.8247, -21.1562], [2.8173, 18.2272, -21.1043], [3.1207, 14.6643, -21.4077], [1.3643, 14.7837, -21.7786], [2.5892, 13.1344, -19.8758], [0.8881, 13.3774, -20.1691], [2.9639, 14.1519, -18.0515], [1.2469, 14.6246, -17.9051], [3.5374, 16.0936, -18.9574], [2.0957, 16.7795, -18.2333], [-0.1251, 26.5135, -18.7465], [0.2198, 25.0256, -18.7446], [-0.6858, 24.2726, -17.7782], [-0.4945, 22.7669, -17.8553], [-0.7437, 22.2603, -19.3100], [0.9292, 22.2698, -17.4840], [0.7271, 20.8335, -17.0333], [-0.7696, 20.5398, -16.8104], [-1.4054, 21.9273, -16.8549], [-1.1670, 26.7219, -18.5033], [0.0459, 27.0078, -19.7029], [0.3774, 26.9971, -17.9089], [1.2409, 24.8227, -18.4217], [0.1495, 24.7495, -19.7967], [-1.7487, 24.4205, -17.9693], [-0.3734, 24.5975, -16.7858], [0.1207, 22.4230, -19.9538], [-1.4392, 22.9551, -19.7807], [-1.1409, 21.2500, -19.4077], [1.6441, 22.4125, -18.2944], [1.3556, 22.7173, -16.5863], [1.0221, 20.1007, -17.7844], [1.2709, 20.6867, -16.1002], [-1.2010, 19.9481, -17.6179], [-1.0782, 19.9779, -15.9288], [-2.4264, 22.0656, -17.2106], [-1.3342, 22.4472, -15.8995], [-4.7549, 14.5611, -18.3882], [-6.0750, 13.9492, -18.7720], [-7.2087, 15.0026, -18.7665], [-8.6141, 14.3245, -18.8032], [-8.9241, 13.5121, -20.1103], [-9.8493, 15.3257, -18.5859], [-10.9284, 14.4720, -17.9433], [-10.2755, 13.3259, -17.2264], [-8.8137, 13.3892, -17.6106], [-4.4287, 15.3919, -19.0138], [-3.8958, 13.9149, -18.5681], [-4.6360, 14.8828, -17.3536], [-6.2192, 13.0787, -18.1321], [-6.0836, 13.5321, -19.7789], [-7.1374, 15.6283, -19.6561], [-7.2249, 15.7283, -17.9533], [-9.1920, 14.2703, -20.8462], [-9.7953, 12.9018, -19.8722], [-8.0373, 12.9874, -20.4657], [-10.1921, 15.5100, -19.6040], [-9.5203, 16.2936, -18.2077], [-11.5798, 14.1562, -18.7582], [-11.6387, 14.9656, -17.2801], [-10.7592, 12.4018, -17.5428], [-10.3131, 13.4782, -16.1477], [-8.2893, 12.4536, -17.8046], [-8.3641, 13.9008, -16.7596], [-5.0224, 21.4671, -14.7845], [-4.8008, 20.0027, -14.3143], [-5.9692, 19.3269, -13.6438], [-5.9511, 17.8270, -13.6197], [-4.6936, 17.2160, -12.8988], [-7.2380, 17.3582, -12.8822], [-8.2111, 16.8111, -13.9226], [-7.1888, 16.1296, -14.7834], [-6.1774, 17.2254, -15.0621], [-5.8420, 21.6452, -15.4805], [-4.1270, 21.9439, -15.1832], [-5.2716, 22.0310, -13.8856], [-3.9010, 19.9495, -13.7014], [-4.5286, 19.4340, -15.2034], [-6.8818, 19.6030, -14.1722], [-6.0263, 19.5991, -12.5899], [-4.7665, 16.1301, -12.8379], [-4.6360, 17.8110, -11.9874], [-3.9033, 17.4682, -13.6059], [-6.9431, 16.5329, -12.2341], [-7.7165, 18.0795, -12.2196], [-8.9385, 16.1214, -13.4943], [-8.6412, 17.6396, -14.4852], [-6.7224, 15.2935, -14.2622], [-7.6798, 15.7517, -15.6801], [-5.3030, 16.7577, -15.5148], [-6.5907, 18.0238, -15.6784], [2.0664, 10.1373, -15.9758], [0.9165, 10.7319, -16.6894], [-0.4534, 10.1443, -16.3502], [-1.7073, 10.8623, -16.9148], [-1.9772, 12.1763, -16.1947], [-2.9586, 9.8979, -16.7693], [-3.9326, 10.3489, -17.8487], [-3.0410, 10.6909, -19.0686], [-1.5877, 10.9380, -18.4901], [2.9983, 10.7023, -15.9976], [2.3148, 9.1465, -16.3562], [1.8456, 9.9356, -14.9276], [1.0710, 10.7362, -17.7684], [0.8833, 11.7948, -16.4501], [-0.6332, 10.2737, -15.2830], [-0.5889, 9.1123, -16.6737], [-2.9360, 12.5461, -16.5580], [-1.1547, 12.8482, -16.4398], [-2.1341, 12.0128, -15.1285], [-3.4512, 9.9807, -15.8005], [-2.5841, 8.8937, -16.9681], [-4.4587, 11.2679, -17.5902], [-4.7010, 9.5908, -17.9996], [-3.3284, 11.6426, -19.5154], [-3.1698, 9.9187, -19.8271], [-1.0598, 11.8580, -18.7410], [-0.9699, 10.1164, -18.8526], [1.1471, 13.5896, -13.7729], [2.4839, 12.7440, -14.2654], [2.1080, 14.8512, -13.4034], [1.0406, 14.2086, -15.2747], [-0.0454, 14.6730, -13.4678], [0.0324, 12.4039, -14.0092], [1.0742, 13.1338, -12.2137], [-0.2810, 18.2447, -12.4849], [-1.0011, 18.0515, -11.0423], [0.8780, 17.1483, -12.1587], [-1.1805, 17.0167, -13.0707], [0.3121, 18.2471, -14.0034], [-1.3414, 19.4449, -12.7975], [0.7200, 19.4161, -12.0673], [3.5402, 17.3360, -15.1321], [4.5763, 16.1931, -14.5990], [4.1373, 17.3164, -16.6415], [2.4985, 16.2119, -15.6278], [2.5309, 18.4507, -15.7525], [2.7626, 17.2726, -13.7620], [4.5018, 18.5806, -14.6553]],
  "forces_ev_per_a": [[0.71, -0.57, -0.39], [2.98, -1.29, -0.71], [-0.80, -0.23, 0.44], [-1.77, 0.22, -0.01], [0.30, 0.86, -0.15], [-0.79, 0.46, 0.24], [-0.48, -0.62, -0.27], [0.18, 0.28, 0.22], [2.71, 0.09, 0.51], [-0.16, 0.54, 0.32], [-1.74, -1.01, 0.64], [-0.46, 0.01, -0.30], [1.51, -1.16, -0.28], [-1.68, 0.56, 0.44], [1.00, 0.91, -1.31], [0.08, -0.19, -0.11], [0.42, -0.03, 0.30], [-0.51, 0.20, -0.31], [-0.23, 0.33, 0.23], [0.24, -0.16, -0.15], [-0.31, 0.10, 0.10], [0.16, -0.17, -0.27], [0.27, 0.16, -0.07], [-0.19, 0.17, 0.20], [0.14, -0.24, 0.33], [-0.06, 0.47, -0.05], [0.43, 0.02, -0.35], [-0.31, -0.43, -0.69], [-0.35, 0.18, 1.04], [-0.31, -0.06, 0.08], [0.07, -0.37, 0.22], [-0.03, 0.36, -0.05], [-0.08, 0.02, -0.35], [-0.16, 0.47, 1.06], [-0.30, 0.11, -0.56], [0.33, -0.55, -0.49], [0.81, -1.95, -0.32], [-0.34, 1.48, 0.07], [-0.57, -0.18, 0.61], [-0.21, -1.52, -0.04], [-0.98, 0.96, -0.57], [0.61, 1.45, -0.64], [-0.31, -0.41, -0.22], [0.43, -0.08, 0.25], [0.38, 0.33, -0.37], [0.16, 0.33, -0.16], [-0.20, -0.68, 0.13], [0.05, 0.27, 0.14], [-0.47, -0.23, 0.22], [0.38, -0.39, 0.57], [-0.49, -0.13, 0.36], [0.28, 0.11, 0.57], [-0.39, 0.00, -0.06], [-0.57, 1.07, -0.26], [0.66, 0.11, 0.20], [0.18, -0.34, -0.31], [0.26, 0.03, -0.25], [0.53, 0.38, 0.40], [0.01, -0.38, -0.10], [0.19, 0.03, 0.02], [1.55, 0.44, -0.56], [-0.55, 0.28, 0.01], [-1.22, -0.91, -0.42], [-1.04, 0.01, 0.38], [0.34, 1.65, 0.89], [0.70, -0.45, -1.76], [-0.98, 0.77, -0.14], [0.04, -0.71, -0.41], [1.04, 0.45, 0.27], [-0.56, 0.45, -0.09], [-0.22, -0.66, 0.13], [-0.52, -0.04, 0.13], [-0.51, 0.24, 0.26], [0.50, 0.09, -0.08], [-0.04, -0.19, -0.22], [0.06, -0.47, 0.42], [0.01, -0.24, -0.11], [0.33, -0.20, -0.23], [-0.29, -0.26, 0.38], [0.22, 0.45, 0.08], [0.15, -0.40, 0.63], [0.11, -0.39, 0.06], [0.39, 0.56, -0.02], [0.11, -0.11, 0.48], [-0.32, -0.46, -0.09], [-0.25, 0.04, 0.07], [0.66, -0.09, -0.22], [-0.39, -0.08, 1.31], [1.01, 0.08, -1.27], [0.10, 0.42, 0.32], [-0.74, -1.59, -0.44], [-1.00, 1.67, -1.85], [-0.53, -0.46, 0.89], [1.18, 0.31, 0.47], [-0.65, -0.22, -1.09], [0.03, -0.54, 1.10], [-0.01, -0.43, -0.09], [0.09, -0.38, -0.01], [-0.04, 0.31, -0.04], [-0.06, 0.15, 0.26], [-0.05, -0.33, -0.29], [-0.21, -0.01, 0.29], [-0.21, 0.31, -0.10], [-0.31, 0.28, 0.39], [0.36, -0.65, 0.19], [0.38, 0.02, 0.52], [0.15, 0.04, -0.04], [0.63, 0.57, -0.26], [-0.10, 0.38, 0.03], [-0.52, -0.16, 0.11], [0.02, -0.08, -0.02], [0.39, -0.06, -0.28], [0.44, 0.70, 0.30], [0.15, -0.07, 0.01], [0.87, -1.74, 0.96], [-1.23, 1.65, -1.10], [-0.55, 0.43, 0.59], [-0.49, -1.39, -0.98], [-0.30, -0.74, -1.12], [0.30, 1.15, -0.27], [0.63, 0.52, -0.30], [0.20, 0.94, 0.57], [-0.98, -0.77, 0.59], [-0.33, 0.30, -0.18], [-0.02, -0.06, -0.26], [-0.07, 0.35, 0.16], [0.07, -0.34, -0.20], [-0.10, 0.23, 0.23], [0.31, -0.59, 0.17], [0.29, 0.00, 0.19], [0.15, 0.21, -0.35], [-0.14, 0.03, 0.36], [0.63, -0.21, -0.09], [0.69, -0.09, 0.26], [-0.10, 0.09, 0.16], [-0.06, -0.05, 0.51], [0.22, -0.06, -0.27], [-0.42, -0.16, -0.14], [0.81, 0.04, 0.01], [-0.45, 0.11, -0.05], [0.25, -0.03, 0.62], [1.40, -3.04, 1.75], [-2.50, 0.66, 1.14], [1.07, -0.25, 0.49], [-0.35, -0.91, -0.85], [-2.01, 0.45, 0.38], [1.00, 0.94, -1.23], [1.11, 0.54, -1.57], [-1.15, 2.94, 4.00], [1.15, -0.03, -1.20], [-0.14, -0.45, 0.76], [-1.09, -0.11, -0.19], [0.24, 1.34, -1.73], [-0.37, -1.38, -1.22], [-0.04, -1.00, 0.09], [5.00, 2.10, -1.96], [-1.08, 1.26, -0.77], [0.90, -0.57, 0.33], [-1.62, -1.44, -0.61], [-1.37, 0.35, 0.72], [-0.37, 0.96, 1.81], [-1.01, -1.87, -0.22]]
}

No. 3
{
  "formula": "C4H8O2",
  "method": "ωB97M-V/def2-TZVPD",
  "multiplicity": 1,
  "homo_ev": -8.59,
  "e_above_lowest_kj_mol": 509.1,
  "homo_lumo_gap_ha": 0.3551,
  "elements": ["C", "C", "O", "C", "O", "C", "H", "H", "H", "H", "H", "H", "H", "H"],
  "coordinates": [[-0.9469, -0.2787, 0.8222], [0.0261, 0.9096, 0.9972], [1.3528, 0.5496, 0.6883], [1.3703, -0.2555, -0.4778], [0.2974, -1.0891, -0.5609], [-0.9418, -0.5144, -1.0634], [-0.5943, -1.0993, 1.5026], [-1.9666, -0.0534, 0.9919], [-0.3207, 1.7309, 0.3583], [0.0469, 1.2737, 2.0379], [2.2354, -0.9095, -0.3997], [1.3744, 0.3602, -1.3881], [-1.1250, -1.1283, -2.0133], [-0.8080, 0.5041, -1.4955]],
  "forces_ev_per_a": [[-1.77, 0.56, -0.80], [-0.66, -0.07, -0.28], [-0.28, -0.26, -0.01], [0.60, -0.09, -0.56], [2.18, -1.40, -2.37], [1.90, 0.02, 2.14], [-0.61, 0.18, -1.51], [-0.92, 0.75, 0.99], [0.12, 0.12, 0.03], [-0.24, -0.31, -0.31], [0.36, 0.33, -0.04], [0.40, 0.31, 0.10], [-1.23, 0.17, 1.97], [0.15, -0.31, 0.68]]
}

No. 4
{
  "formula": "C14H15AsN4O2PdS4",
  "method": "ωB97M-V/def2-TZVPD",
  "multiplicity": 5,
  "homo_ev": [-5.15, -6.82],
  "s_squared": 6.06,
  "e_above_lowest_kj_mol": 201.8,
  "homo_lumo_gap_ha": [0.1741, 0.1284],
  "elements": ["Pd", "O", "C", "C", "C", "C", "C", "C", "C", "N", "C", "C", "N", "H", "H", "H", "H", "H", "H", "H", "S", "As", "S", "S", "S", "N", "C", "N", "C", "C", "O", "C", "C", "H", "H", "H", "H", "H", "H", "H", "H"],
  "coordinates": [[-0.1081, 0.6651, -1.5966], [-1.1611, 0.2433, 0.2674], [-1.5322, 1.2141, 1.0648], [-1.4070, 1.1173, 2.4279], [-2.3942, 1.7714, 3.1680], [-3.0894, 2.8289, 2.6867], [-2.8912, 3.2330, 1.3743], [-2.0803, 2.4681, 0.5411], [-1.8400, 2.8473, -0.8540], [-1.4760, 2.0823, -1.9094], [-1.7639, 2.6863, -3.0925], [-2.3378, 3.9040, -2.8299], [-2.3925, 3.9337, -1.4817], [-0.6958, 0.3711, 2.7603], [-2.6666, 1.3585, 4.1251], [-3.5754, 3.4176, 3.4474], [-3.5087, 4.0494, 1.0432], [-1.4601, 2.2231, -4.0575], [-2.4911, 4.7532, -3.4750], [-2.6162, 4.7761, -0.9550], [2.4114, -0.0731, -6.2290], [0.4374, 0.6934, -7.0550], [1.7879, -0.8572, -4.3216], [0.9526, 0.7201, -3.5636], [-0.9245, 0.2704, -5.5059], [0.9554, -0.9820, -0.9810], [1.3463, -1.6856, -0.1017], [1.9856, -2.3902, 0.8606], [1.5712, -2.2637, 2.2915], [2.2329, -3.2950, 3.1707], [2.4473, -4.5517, 2.6260], [3.0613, -4.7009, 1.2985], [2.9008, -3.4512, 0.4363], [0.4616, -2.2741, 2.2091], [1.7628, -1.2262, 2.5591], [1.5967, -3.5307, 4.0602], [3.2096, -2.9488, 3.4881], [2.7104, -5.5930, 0.8426], [4.1476, -4.8630, 1.5323], [2.5299, -3.8775, -0.5389], [3.9036, -3.0636, 0.2671]],
  "forces_ev_per_a": [[-0.31, -1.41, 0.42], [-0.63, 2.28, 2.49], [1.31, -0.66, -4.04], [-1.38, -0.57, 1.79], [2.19, -2.58, 0.95], [-0.09, 1.30, -0.61], [-0.33, -0.06, 0.28], [-0.03, 0.17, -1.30], [-1.57, -0.28, -2.39], [-0.05, -0.09, 0.40], [0.58, -0.28, -0.54], [0.91, -0.84, 0.15], [-0.69, 2.68, 2.47], [-0.51, -0.20, 0.50], [0.47, 0.36, 0.59], [-0.83, 0.16, -0.41], [0.31, 0.40, -0.42], [-0.37, 0.33, 0.86], [-0.39, -0.06, 0.19], [-0.15, -0.34, -0.34], [0.03, -0.52, 1.44], [0.05, 0.07, -0.75], [1.38, -1.10, -1.56], [0.40, 2.12, -0.94], [-1.02, 0.09, 0.19], [1.66, -3.43, 3.76], [0.23, 1.63, -1.61], [-0.49, -0.17, -0.48], [-1.71, 0.91, -2.01], [0.06, -0.23, 0.80], [-0.71, -1.80, -1.85], [1.08, 1.64, 3.12], [0.02, -0.95, -2.11], [0.50, -0.66, 0.72], [0.51, -0.07, 0.57], [0.56, 0.68, -0.58], [0.21, 0.64, 0.39], [-0.76, -0.62, -0.18], [-0.74, 0.17, -0.52], [0.41, 0.91, 0.68], [-0.08, 0.37, -0.11]]
}

Computed values of E_tot (unit: Eh) for the preceding records, in sequence: -366.40090; -7212.86384; -307.51853; -4868.20384.